Density functional theory data (the ωB97M-V functional and the def2-TZVPD basis) for 9 unconnected molecules or ions with the total composition C18H54O9S9.

Charge: 0
Gap between HOMO and LUMO: 8.939 eV
Calculated total energy: -4978.58112 hartree
HOMO energy: -8.70 eV

Last column: Mulliken charge in e.
Geometry (Å):
C: -5.0736 -3.2980 7.7240  -0.807
S: -3.1926 -3.0343 7.3673  0.497
O: -2.4782 -3.6907 8.5404  -0.625
C: -2.9785 -4.1168 5.9598  -0.961
H: -5.4162 -4.0337 6.9963  0.298
H: -5.4834 -2.3066 7.5311  0.280
H: -5.0277 -3.4580 8.8012  0.290
H: -3.5885 -3.8169 5.1077  0.367
H: -3.1908 -5.1734 6.1227  0.344
H: -1.9091 -4.2633 5.8073  0.317
C: 3.9564 4.7880 4.1711  -0.903
S: 2.7899 5.2921 5.5450  0.474
O: 1.6996 6.1813 4.8858  -0.613
C: 1.9741 3.6431 5.8328  -0.820
H: 4.6853 4.0624 4.5320  0.357
H: 4.5247 5.7115 4.0604  0.295
H: 3.5203 4.6014 3.1897  0.308
H: 2.8138 2.9561 5.9374  0.316
H: 1.3670 3.3721 4.9691  0.280
H: 1.4091 3.8484 6.7421  0.305
C: 0.4077 10.5671 -0.9369  -0.914
S: -0.2325 9.0955 -1.9213  0.465
O: 0.2358 9.3360 -3.3320  -0.579
C: 0.8514 7.8652 -0.8200  -0.888
H: -0.0503 11.5326 -1.1515  0.306
H: 1.4675 10.4699 -1.1727  0.314
H: 0.3299 10.4089 0.1388  0.349
H: 1.6762 8.4120 -0.3631  0.284
H: 1.2128 6.9637 -1.3147  0.334
H: 0.2366 7.5559 0.0253  0.330
C: -5.0216 -9.8391 -1.2084  -0.893
S: -5.1400 -9.3307 0.5267  0.484
O: -4.6652 -7.8704 0.6108  -0.620
C: -6.9717 -9.3757 0.8070  -0.833
H: -5.1771 -8.9425 -1.8084  0.317
H: -5.6475 -10.6820 -1.5013  0.344
H: -3.9881 -10.1602 -1.3383  0.303
H: -7.3135 -10.2812 1.3083  0.310
H: -7.3899 -9.2654 -0.1936  0.274
H: -7.1415 -8.5209 1.4617  0.313
C: 7.2315 6.1221 -4.5639  -0.833
S: 7.1495 7.5974 -3.4348  0.488
O: 8.3467 7.4946 -2.4751  -0.617
C: 7.6137 8.9480 -4.6520  -0.918
H: 7.5956 5.2907 -3.9603  0.318
H: 7.8915 6.2327 -5.4243  0.276
H: 6.2270 5.8847 -4.9141  0.309
H: 8.4914 8.7734 -5.2743  0.325
H: 7.9309 9.7131 -3.9433  0.310
H: 6.7672 9.3374 -5.2176  0.342
C: 3.6726 -9.2391 0.7794  -0.849
S: 3.0201 -10.8883 1.2759  0.486
O: 2.8257 -11.9861 0.2502  -0.595
C: 4.5002 -11.2526 2.3338  -0.998
H: 2.8727 -8.5327 0.5577  0.311
H: 4.2876 -9.4519 -0.0951  0.305
H: 4.3304 -8.7980 1.5282  0.313
H: 4.5169 -12.2064 2.8612  0.335
H: 4.4636 -10.5624 3.1766  0.352
H: 5.4842 -11.2268 1.8657  0.339
C: -0.8018 4.0242 -7.0183  -0.910
S: -0.9542 2.1659 -6.9380  0.455
O: -1.3772 2.0048 -5.4414  -0.600
C: -2.4743 1.9725 -8.0501  -0.841
H: -1.6633 4.4978 -6.5477  0.301
H: -0.5636 4.5012 -7.9690  0.362
H: 0.0577 4.3336 -6.4236  0.313
H: -2.0855 2.1884 -9.0452  0.322
H: -3.3537 2.5746 -7.8214  0.300
H: -2.7322 0.9167 -7.9667  0.298
C: -6.4148 -0.2116 0.4106  -0.858
S: -5.5145 0.8747 1.5300  0.495
O: -4.1338 0.3286 1.4540  -0.624
C: -5.4475 2.3487 0.5019  -0.922
H: -5.6603 -0.9856 0.2702  0.306
H: -6.7164 0.0743 -0.5971  0.314
H: -7.3274 -0.5768 0.8816  0.308
H: -4.8840 3.1584 0.9656  0.328
H: -6.3984 2.8766 0.4293  0.354
H: -5.0290 2.0883 -0.4703  0.299
C: 2.7785 -0.3781 -1.0117  -0.815
S: 2.6609 -2.0692 -1.8233  0.480
O: 3.6282 -2.9516 -0.9935  -0.619
C: 0.9812 -2.5078 -1.0980  -0.961
H: 1.7549 -0.0138 -1.1000  0.282
H: 3.3582 0.2698 -1.6692  0.322
H: 3.2025 -0.4743 -0.0122  0.280
H: 0.5696 -3.4742 -1.3890  0.313
H: 0.2536 -1.7325 -1.3382  0.364
H: 0.9870 -2.2762 -0.0329  0.354

Atomic forces in eV per Å
2.196 1.127 -0.870
-0.368 -0.899 1.680
-0.665 0.641 -1.268
0.087 -1.306 -0.059
-0.313 -0.183 0.738
-0.312 -0.177 -0.062
-0.390 -0.649 -0.294
0.487 0.383 -0.118
-0.850 -0.003 0.748
0.135 1.071 -0.509
0.129 1.244 0.848
-2.035 0.111 -2.427
2.021 -1.444 1.205
0.944 1.316 -0.294
-0.330 -0.313 -0.093
0.080 0.103 -0.107
-0.405 -0.417 0.405
-0.279 -0.211 0.410
-0.060 0.207 0.153
-0.069 -0.592 -0.116
0.275 -1.129 0.019
0.556 0.223 0.699
0.169 -0.546 1.443
-0.302 0.925 -0.350
0.054 -0.333 -0.579
0.018 0.736 -0.155
-0.284 -0.339 -0.014
0.181 0.036 -0.401
-0.198 0.314 -0.422
-0.459 0.099 -0.234
0.322 0.301 0.020
0.710 0.932 1.074
-1.076 -2.003 -0.488
0.862 0.442 -0.668
-0.233 -0.101 -0.095
-0.272 0.190 0.258
0.032 0.121 0.042
0.325 -0.091 -0.211
-0.522 0.173 0.330
-0.146 0.040 -0.256
-0.026 0.220 0.214
2.221 -0.142 -0.096
-1.793 0.110 -1.555
0.052 -0.027 1.039
-0.060 0.156 0.157
0.059 0.313 0.176
-0.047 0.135 0.050
-0.203 -0.602 -0.014
-0.155 0.168 0.021
-0.057 -0.332 0.013
0.476 -0.604 -1.046
-0.298 -1.204 1.691
0.993 1.870 0.360
0.182 -0.255 0.423
-0.068 -0.355 -0.125
-0.032 0.360 -0.249
-0.213 -0.357 0.243
-0.844 -0.393 -0.528
-0.019 0.487 -0.287
-0.182 0.461 -0.489
0.502 0.085 0.026
-1.995 1.490 2.517
0.737 -0.103 -3.024
1.101 -0.167 0.586
-0.209 -0.381 -0.165
-0.459 -0.537 -0.462
0.052 -0.594 0.376
-0.151 -0.034 -0.076
0.374 0.207 0.312
0.053 0.038 -0.075
-0.514 -0.606 -0.405
0.358 0.500 -0.542
0.224 0.005 0.426
-0.392 0.957 -0.012
-0.279 -0.308 0.222
0.280 0.832 0.095
0.225 -0.216 0.222
0.713 -0.565 0.275
-0.534 -0.652 -0.350
-0.064 0.043 0.072
-0.655 -0.720 -1.428
0.666 -1.284 3.082
-1.311 1.317 -1.689
-0.008 1.664 -0.035
0.028 0.243 0.635
0.332 -0.212 0.178
-0.282 -0.094 -0.146
0.569 0.025 0.143
-0.062 0.028 -1.042
0.701 -0.969 0.303

---

Density functional theory data (the ωB97M-V functional and the def2-TZVPD basis) for a molecular structure, C20H18BrNO2PW.

Charge: +3
Gap between HOMO and LUMO (spin up / spin down): 4.613 / 4.617 eV
Calculated total energy: -3959.53926 hartree
HOMO energy (spin up / spin down): -17.36 / -17.36 eV

Last column: Mulliken charge in e.
Geometry (Å):
W: 1.2008 -0.3417 -0.6790  1.676
O: 2.4234 0.2489 0.8050  -0.483
C: 1.3481 0.7205 1.3565  0.561
O: 0.3389 -0.1084 1.0966  -0.497
C: 1.1492 2.0983 1.7456  -0.607
P: -0.1775 2.6768 0.4369  -0.150
C: 0.1318 4.4040 0.1351  1.269
C: 1.0418 4.9602 -0.7714  -0.037
C: 1.1386 6.3318 -0.8988  -0.811
C: 0.3420 7.1604 -0.1117  -0.498
C: -0.5631 6.6175 0.7896  -0.727
C: -0.6876 5.2442 0.9072  -0.591
C: 0.6362 1.8227 -1.1147  0.107
C: -0.3292 1.0421 -1.8352  -0.489
C: 0.0514 0.1292 -2.8306  -0.829
C: 1.4098 -0.1987 -2.9470  -0.420
C: 2.3960 0.6926 -2.3916  -0.764
C: 1.9913 1.7410 -1.5480  0.200
H: 2.0882 2.6476 1.7494  0.481
H: 0.6188 2.2096 2.6935  0.500
H: 1.6750 4.3422 -1.3958  0.222
H: 1.8360 6.7573 -1.6070  0.441
H: 0.4210 8.2348 -0.2088  0.429
H: -1.1873 7.2632 1.3922  0.433
H: -1.4248 4.8355 1.5897  0.376
H: -1.3773 1.1757 -1.5938  0.514
H: -0.7031 -0.4409 -3.3602  0.444
H: 1.7310 -1.0337 -3.5567  0.561
H: 3.4466 0.5417 -2.6081  0.453
H: 2.7394 2.3497 -1.0525  0.544
C: -3.6882 -3.2282 -0.6045  -1.511
C: -2.1912 -3.1942 -0.6347  0.059
C: -1.4292 -4.3464 -0.3907  -0.167
C: -0.0361 -4.3136 -0.3840  -0.736
C: 0.5100 -3.0983 -0.6733  0.653
Br: 2.3911 -2.6798 -0.7017  0.024
N: -0.1517 -1.9632 -0.9088  -0.438
C: -1.5059 -2.0125 -0.8672  0.078
H: -4.0611 -4.1686 -1.0068  0.441
H: -4.1243 -2.4098 -1.1738  0.410
H: -4.0388 -3.1497 0.4270  0.351
H: -1.9334 -5.2860 -0.1937  0.523
H: 0.5664 -5.1881 -0.1781  0.480
H: -2.0325 -1.0810 -1.0217  0.523

Atomic forces in eV per Å
-1.286 -0.538 -0.092
0.389 0.222 0.404
-0.065 -0.178 -0.186
-0.174 0.456 0.004
0.060 -0.049 0.051
0.317 0.214 -0.427
-0.035 -0.014 0.143
0.104 -0.017 0.011
-0.010 0.011 0.015
0.009 -0.033 -0.011
-0.063 0.046 0.057
0.043 0.004 -0.094
0.186 0.056 0.209
-0.109 -0.365 0.151
0.076 -0.037 -0.031
-0.042 0.538 -0.699
0.198 -0.173 0.324
-0.069 0.122 0.138
-0.019 0.038 0.016
-0.034 -0.066 -0.010
-0.010 -0.010 0.009
-0.012 0.029 -0.002
0.018 0.003 -0.009
0.010 0.013 -0.012
0.007 -0.041 -0.007
-0.001 -0.002 0.021
0.026 -0.057 0.016
-0.008 0.041 -0.092
0.005 0.003 -0.020
0.104 -0.030 -0.109
-0.008 0.009 0.009
0.029 -0.035 0.002
-0.039 0.023 0.021
-0.059 0.018 -0.081
0.359 0.030 -0.073
0.311 0.104 -0.082
-0.226 -0.288 0.445
0.016 -0.051 0.006
0.001 0.004 -0.011
0.003 0.004 0.007
0.000 -0.011 -0.002
0.003 -0.001 -0.003
0.001 -0.004 -0.015
-0.004 0.010 0.005

---

Density functional theory data (the ωB97M-V functional and the def2-TZVPD basis) for a molecular structure, C5H8AlO2.

Charge: +2
Gap between HOMO and LUMO (spin up / spin down): 9.268 / 7.357 eV
Multiplicity: 2
<S²>: 0.7583
Calculated total energy: -587.37592 hartree
HOMO energy (spin up / spin down): -17.81 / -18.66 eV

Last column: Mulliken spin population.
Geometry (Å):
O: -0.5767 -1.0705 0.5606  0.137
Al: -2.2342 -0.3420 0.8454  0.541
C: -0.5744 -0.1317 -0.4714  0.229
O: 0.4920 0.1762 -0.9718  0.085
C: 0.6195 -1.6447 1.1188  -0.006
C: 0.2279 -2.4451 2.3366  0.021
H: 1.0738 -2.2695 0.3390  0.001
H: 1.3200 -0.8377 1.3695  -0.001
H: -0.5761 -3.1558 2.1020  -0.003
H: 1.1003 -3.0068 2.6953  0.001
H: -0.1201 -1.7843 3.1421  -0.004
C: -0.1299 2.7049 -2.4265  -0.002
C: -0.4723 3.7266 -3.0230  -0.002
H: 0.5495 3.8091 -2.2785  0.000
H: 0.1516 1.6605 -1.8121  0.003
H: -0.8509 4.6108 -3.5259  0.000

Atomic forces in eV per Å
-0.669 -0.199 0.339
-0.278 0.206 -0.552
2.265 1.196 -0.725
-2.886 -0.215 0.582
2.003 -1.204 0.602
-0.333 0.002 0.134
-0.225 0.207 0.155
-0.337 -0.055 -0.205
0.303 0.011 0.030
-0.275 0.174 -0.074
0.169 -0.156 -0.067
0.241 -1.488 0.848
0.022 -0.640 0.397
0.091 -0.055 0.048
-0.300 2.375 -1.533
0.208 -0.158 0.023

---

Result set for energy above the lowest of the compared OMol25 structures with the same formula, charge and spin: 463.70, 60.22, 47.26 kJ/mol, one per record in the order listed.